{
  "formula": "C36H30N5O8S4W",
  "method": "ωB97M-V/def2-TZVPD",
  "total_charge": -1,
  "e_above_lowest_kj_mol": 155.3,
  "orbital_gap_ev": [6.47, 6.47],
  "symbols": ["W", "C", "C", "N", "N", "C", "O", "C", "C", "C", "C", "C", "C", "C", "C", "C", "C", "C", "N", "H", "H", "H", "H", "H", "H", "H", "H", "H", "H", "H", "H", "C", "C", "N", "N", "C", "S", "S", "C", "C", "C", "C", "C", "C", "C", "C", "C", "C", "C", "C", "C", "O", "H", "H", "H", "H", "H", "H", "H", "H", "H", "H", "H", "H", "H", "H", "O", "S", "O", "O", "C", "C", "C", "C", "C", "C", "S", "O", "O", "O", "H", "H", "H", "H"],
  "coordinates": [[0.431, -0.427, 0.856], [4.272, -0.009, 3.195], [2.920, -0.362, 2.676], [2.436, 0.038, 1.543], [3.218, 0.917, 0.833], [2.558, 1.292, -0.213], [1.361, 0.879, -0.440], [3.183, 2.194, -1.201], [4.510, 2.588, -1.069], [5.075, 3.434, -2.009], [4.318, 3.888, -3.083], [2.996, 3.489, -3.217], [2.426, 2.641, -2.279], [1.999, -1.170, 3.421], [2.334, -1.755, 4.639], [1.410, -2.545, 5.284], [0.174, -2.724, 4.674], [-0.101, -2.099, 3.480], [0.775, -1.286, 2.854], [4.801, 0.591, 2.462], [4.835, -0.925, 3.385], [4.195, 0.546, 4.133], [5.083, 2.219, -0.230], [6.110, 3.738, -1.909], [4.763, 4.547, -3.818], [2.408, 3.836, -4.057], [1.401, 2.309, -2.370], [3.322, -1.593, 5.041], [1.646, -3.028, 6.223], [-0.581, -3.368, 5.102], [-1.038, -2.257, 2.984], [-1.753, -1.401, -1.960], [-1.989, -0.571, -0.748], [-1.250, 0.488, -0.524], [-1.916, 1.534, 0.116], [-1.374, 2.153, 1.083], [0.097, 1.712, 1.916], [-2.135, 3.609, 1.718], [-3.612, 3.747, 0.663], [-3.371, 4.517, -0.606], [-3.459, 5.906, -0.614], [-3.224, 6.627, -1.775], [-2.895, 5.965, -2.949], [-2.806, 4.579, -2.952], [-3.043, 3.859, -1.789], [-3.072, -0.900, 0.162], [-4.347, -1.313, -0.199], [-5.290, -1.616, 0.770], [-4.932, -1.521, 2.113], [-3.652, -1.156, 2.490], [-2.684, -0.863, 1.521], [-1.456, -0.580, 1.872], [-2.620, -1.232, -2.611], [-0.859, -1.092, -2.489], [-1.718, -2.462, -1.715], [-3.945, 2.731, 0.459], [-4.355, 4.245, 1.285], [-3.710, 6.427, 0.304], [-3.295, 7.708, -1.762], [-2.707, 6.525, -3.856], [-2.545, 4.055, -3.862], [-2.951, 2.781, -1.779], [-4.606, -1.367, -1.251], [-6.291, -1.916, 0.489], [-5.666, -1.747, 2.878], [-3.371, -1.092, 3.534], [0.618, -4.818, 1.629], [0.818, -3.678, 0.764], [2.052, -2.954, 1.005], [-0.354, -2.744, 0.757], [1.030, -4.347, -0.886], [0.677, -5.679, -1.067], [0.924, -6.321, -2.269], [1.541, -5.634, -3.302], [1.879, -4.302, -3.134], [1.628, -3.648, -1.934], [1.966, -1.883, -1.907], [3.272, -1.624, -1.371], [1.729, -1.470, -3.271], [0.855, -1.407, -1.023], [0.231, -6.205, -0.234], [0.641, -7.360, -2.390], [1.744, -6.126, -4.246], [2.314, -3.734, -3.945]],
  "atomic_forces_ev_per_a": [[-2.0904, 0.9623, -0.1789], [-0.0106, 0.0123, -0.0482], [-0.1718, -0.0305, 0.0724], [0.1572, -0.5524, -0.3583], [0.1730, -0.0266, 0.1297], [-0.0624, -0.2622, -0.1409], [0.0642, 0.0940, 0.0169], [-0.1340, 0.1025, -0.0624], [0.0064, 0.0121, 0.0064], [-0.0089, -0.0035, 0.0049], [0.0024, -0.0109, 0.0103], [-0.0127, -0.0031, -0.0049], [0.0195, -0.0130, 0.0103], [0.0304, 0.2549, -0.1706], [-0.0778, -0.0982, 0.0812], [-0.0092, 0.0761, -0.1332], [0.0248, -0.0120, 0.0415], [-0.0655, 0.0152, 0.0357], [0.3512, -0.3955, 0.0306], [0.0017, -0.0139, 0.0381], [0.0207, 0.0193, 0.0056], [0.0128, 0.0067, 0.0005], [0.0076, 0.0044, -0.0050], [-0.0026, -0.0032, 0.0050], [0.0006, -0.0016, 0.0033], [-0.0003, -0.0048, 0.0078], [0.0052, 0.0055, -0.0035], [0.0034, -0.0140, 0.0119], [0.0104, 0.0038, 0.0002], [0.0052, 0.0042, 0.0012], [-0.0120, 0.0131, -0.0050], [0.0299, -0.0517, 0.0319], [0.1909, -0.0100, -0.2397], [0.2262, -0.0244, 0.0827], [-0.2373, 0.0907, 0.1208], [0.1898, -0.2452, -0.1577], [0.1318, 0.1376, 0.1428], [-0.1050, 0.0262, 0.1015], [0.0995, -0.0049, -0.0318], [-0.0243, -0.0180, -0.0261], [-0.0071, -0.0103, -0.0087], [-0.0006, -0.0012, 0.0076], [-0.0008, -0.0138, 0.0138], [0.0032, 0.0126, 0.0085], [-0.0008, 0.0175, -0.0006], [-0.0599, -0.0537, 0.1518], [-0.0555, 0.0171, 0.0069], [-0.0157, -0.0088, -0.0583], [0.0802, 0.0291, -0.0086], [-0.1033, -0.0474, 0.1134], [0.0519, 0.1008, -0.2504], [0.4758, -0.2918, -0.0914], [-0.0286, -0.0392, 0.0115], [0.0017, 0.0021, -0.0254], [0.0542, -0.0038, -0.0099], [-0.0198, 0.0006, -0.0013], [0.0118, 0.0284, 0.0001], [0.0014, 0.0011, -0.0047], [-0.0008, -0.0016, 0.0010], [0.0010, 0.0004, -0.0010], [0.0009, -0.0025, 0.0038], [-0.0080, 0.0119, -0.0037], [-0.0167, -0.0019, 0.0115], [0.0033, 0.0048, -0.0080], [0.0054, 0.0005, 0.0080], [0.0007, -0.0065, -0.0026], [-0.5009, -0.0292, -0.1765], [0.9646, 0.1020, 0.3592], [-0.0144, -0.3566, 0.0078], [0.3383, 0.4617, 0.0897], [-0.1008, -0.1109, -0.0126], [0.0078, 0.0171, 0.1266], [0.0212, -0.0380, -0.0744], [-0.0296, -0.0507, 0.0464], [0.0478, 0.1245, -0.0384], [-0.1227, 0.0347, 0.0006], [0.0023, -0.0013, 0.0343], [0.0250, -0.0283, -0.0208], [-0.0135, 0.0628, 0.0800], [0.2655, 0.0270, 0.2953], [-0.0041, 0.0035, -0.0125], [0.0040, 0.0055, -0.0046], [-0.0009, -0.0048, 0.0032], [-0.0033, -0.0045, 0.0066]]
}


{
  "formula": "C36H30N6O12",
  "method": "ωB97M-V/def2-TZVPD",
  "smiles": "O=[N+]([O-])c1ccccc1.O=[N+]([O-])c1ccccc1.O=[N+]([O-])c1ccccc1.O=[N+]([O-])c1ccccc1.O=[N+]([O-])c1ccccc1.O=[N+]([O-])c1ccccc1",
  "e_above_lowest_kj_mol": 244.5,
  "orbital_gap_ev": 9.01,
  "symbols": ["C", "C", "C", "C", "C", "C", "N", "O", "O", "H", "H", "H", "H", "H", "C", "C", "C", "C", "C", "C", "N", "O", "O", "H", "H", "H", "H", "H", "C", "C", "C", "C", "C", "C", "N", "O", "O", "H", "H", "H", "H", "H", "C", "C", "C", "C", "C", "C", "N", "O", "O", "H", "H", "H", "H", "H", "C", "C", "C", "C", "C", "C", "N", "O", "O", "H", "H", "H", "H", "H", "C", "C", "C", "C", "C", "C", "N", "O", "O", "H", "H", "H", "H", "H"],
  "coordinates": [[4.924, -0.566, -5.734], [4.101, 0.498, -5.383], [3.996, 1.526, -6.250], [4.658, 1.524, -7.464], [5.544, 0.517, -7.783], [5.701, -0.565, -6.902], [4.421, 2.647, -8.370], [5.188, 2.852, -9.262], [3.480, 3.371, -8.084], [4.978, -1.460, -5.129], [3.415, 0.617, -4.568], [3.322, 2.336, -5.985], [6.209, 0.717, -8.635], [6.383, -1.367, -7.055], [2.306, 8.321, -1.066], [3.618, 7.962, -1.002], [3.930, 6.823, -0.333], [2.947, 6.069, 0.387], [1.593, 6.481, 0.394], [1.366, 7.646, -0.319], [3.401, 4.950, 1.231], [4.480, 4.399, 1.126], [2.629, 4.619, 2.112], [1.893, 9.193, -1.655], [4.409, 8.546, -1.417], [4.902, 6.520, -0.175], [0.891, 5.887, 0.914], [0.380, 8.057, -0.392], [-2.085, -2.993, 4.267], [-2.210, -2.884, 5.627], [-3.443, -2.504, 6.130], [-4.526, -2.411, 5.271], [-4.373, -2.552, 3.880], [-3.145, -2.850, 3.378], [-5.853, -2.288, 5.906], [-5.881, -1.677, 6.969], [-6.787, -2.718, 5.277], [-1.171, -3.374, 3.870], [-1.386, -3.054, 6.235], [-3.688, -2.500, 7.145], [-5.223, -2.324, 3.200], [-3.065, -3.067, 2.317], [-1.968, -7.785, -0.783], [-2.812, -6.908, -1.503], [-2.639, -5.503, -1.380], [-1.605, -4.956, -0.583], [-0.756, -5.816, 0.143], [-0.965, -7.232, 0.061], [-1.437, -3.469, -0.467], [-0.787, -3.089, 0.513], [-2.053, -2.860, -1.325], [-2.220, -8.806, -0.806], [-3.614, -7.239, -2.124], [-3.382, -4.776, -1.916], [0.016, -5.421, 0.782], [-0.408, -7.870, 0.663], [1.916, 0.606, 0.987], [3.293, 0.596, 0.943], [4.033, -0.102, -0.010], [3.324, -0.745, -1.008], [1.886, -0.693, -1.016], [1.200, -0.059, -0.030], [4.064, -1.505, -2.013], [3.522, -2.286, -2.761], [5.241, -1.174, -2.057], [1.360, 1.130, 1.829], [3.748, 1.164, 1.711], [5.040, -0.223, 0.167], [1.469, -1.259, -1.832], [0.061, -0.075, -0.017], [-5.518, 0.931, 4.739], [-6.346, 0.812, 3.652], [-5.828, 0.906, 2.377], [-4.582, 1.304, 2.167], [-3.655, 1.381, 3.223], [-4.117, 1.150, 4.492], [-4.116, 1.377, 0.775], [-4.825, 0.880, -0.091], [-3.066, 1.936, 0.505], [-5.930, 0.738, 5.735], [-7.387, 0.600, 3.828], [-6.544, 0.826, 1.533], [-2.580, 1.425, 3.040], [-3.265, 1.162, 5.185]],
  "atomic_forces_ev_per_a": [[0.2869, -0.8580, 0.0369], [0.1647, -0.7311, -0.2981], [-0.8849, 1.6282, -0.8797], [0.0204, -0.4584, 0.5143], [1.1766, 0.1649, -0.2794], [-1.3059, 1.5507, 0.4866], [-0.6440, 0.6030, 1.4658], [0.8450, -0.1010, -1.2318], [-0.0130, -0.1190, -0.3556], [-0.0002, 0.0836, 0.3442], [0.2769, -0.8204, 0.8171], [0.1946, -0.0139, -0.3446], [-0.5135, -0.5837, 0.1653], [0.3845, -0.3643, -0.3762], [-1.4538, 1.7001, -0.4762], [0.3574, 0.0306, -0.3945], [-2.0633, -1.6433, 2.1020], [0.4208, 1.5016, -1.3019], [2.8757, -0.0518, -0.4106], [-1.2663, -0.3378, -0.3515], [-0.2904, -0.6994, 1.0615], [0.2231, 0.8483, -1.1395], [-0.7409, 0.1517, 0.0118], [0.9796, -0.9535, 0.7375], [0.2833, 0.2730, -0.4907], [2.0699, -0.6073, -0.0033], [-0.8432, -0.1429, 0.4670], [-0.5661, -0.1479, 0.1857], [0.3471, -0.9749, -0.8945], [-1.4452, 1.0788, -0.8918], [-0.6650, -0.8637, -1.0102], [0.7740, -0.2658, -0.3434], [-2.1932, 0.9585, 0.3275], [0.3014, -0.1667, 0.0313], [1.1359, 1.2773, -0.5190], [-0.5607, -0.6367, -0.3495], [-0.6182, -0.1202, 0.2947], [0.6799, 0.0798, -0.2331], [1.2534, -0.2724, 1.1299], [0.0968, 0.2820, 1.5260], [0.5569, -0.5692, 0.6918], [0.3572, 0.2909, 0.1423], [-0.0470, 2.8564, 0.3829], [1.3981, 1.5287, 1.1076], [-0.8978, 0.9635, -0.7283], [0.0316, -1.5617, 0.0061], [-1.0443, -1.1910, -0.6455], [-1.7081, 1.9585, -1.7029], [-0.6693, -2.0907, 0.3838], [-0.8564, 0.6020, -1.6980], [1.0986, 0.9664, 1.1399], [0.2208, -1.2121, 0.0342], [-0.3166, -0.4062, -0.2103], [1.6704, -1.5312, 1.0588], [0.0453, 0.0922, 0.0228], [1.0805, -0.9420, 0.8891], [-1.2365, 0.2165, 0.0882], [-0.5809, 0.1153, 0.1684], [-2.4348, -0.0073, 0.1307], [-1.9839, 0.3366, 1.0571], [2.5625, -1.1385, -1.1747], [-1.8713, 0.5860, 0.9478], [0.6975, 1.3881, 0.1368], [-0.2491, -0.1701, 0.1323], [0.0596, -0.8234, -0.5027], [0.8854, -0.6875, -1.2890], [0.9158, 0.2341, 0.5901], [2.1194, -0.0538, -0.2372], [-0.6394, 0.0643, -0.0285], [1.7274, 0.0102, -0.0791], [1.6450, -0.1683, 0.3871], [0.0539, -0.2417, 0.8987], [-3.7573, 0.3311, -1.2082], [2.9213, -0.2416, -0.1250], [-0.1577, -0.4286, -0.9022], [-0.1791, 0.1957, 0.4722], [0.0009, 0.1185, -1.5065], [0.0696, 0.0872, 0.6557], [-0.0669, -0.0728, 0.8647], [0.4249, 0.2795, -0.2728], [-0.1853, -0.0689, -0.1977], [0.8206, -0.1161, 0.5236], [-0.4437, 0.3967, -0.1063], [-1.1181, -0.1740, 0.5721]]
}


{
  "formula": "C36H31As2F3N3O3RuS",
  "method": "ωB97M-V/def2-TZVPD",
  "orbital_gap_ev": [8.00, 6.19],
  "multiplicity": 6,
  "symbols": ["Ru", "N", "C", "S", "N", "N", "C", "C", "C", "C", "C", "C", "C", "O", "H", "H", "H", "H", "H", "H", "H", "C", "C", "As", "C", "C", "C", "C", "C", "C", "C", "C", "C", "C", "C", "C", "As", "C", "C", "C", "C", "C", "C", "C", "C", "C", "C", "C", "C", "H", "H", "H", "H", "H", "H", "H", "H", "H", "H", "H", "H", "H", "H", "H", "H", "H", "H", "H", "H", "H", "H", "H", "H", "F", "C", "F", "F", "C", "O", "O"],
  "coordinates": [[1.046, 1.371, -0.242], [2.979, 1.851, 3.840], [2.112, 1.748, 2.730], [2.679, 0.629, 1.461], [1.084, 2.517, 2.802], [0.381, 2.589, 1.597], [-0.594, 3.422, 1.687], [-1.437, 3.885, 0.615], [-2.363, 4.918, 0.871], [-3.180, 5.455, -0.134], [-3.116, 4.925, -1.402], [-2.201, 3.921, -1.683], [-1.353, 3.359, -0.702], [-0.543, 2.387, -1.030], [3.886, 1.526, 3.571], [3.043, 2.841, 4.138], [-0.762, 3.869, 2.670], [-2.548, 5.155, 1.899], [-3.828, 6.264, 0.032], [-3.753, 5.287, -2.199], [-2.156, 3.528, -2.700], [-0.338, -2.586, -0.338], [-0.069, -2.377, 1.133], [-0.591, -0.561, 1.568], [-2.496, -0.743, 1.497], [-3.228, -1.635, 2.258], [-4.588, -1.747, 2.069], [-5.216, -0.939, 1.147], [-4.492, -0.018, 0.368], [-3.136, 0.071, 0.589], [-0.275, -0.657, 3.484], [-0.802, 0.384, 4.284], [-0.570, 0.378, 5.641], [0.166, -0.629, 6.219], [0.751, -1.600, 5.426], [0.557, -1.607, 4.059], [0.884, -1.377, -1.283], [-0.021, -1.378, -3.037], [0.200, -2.325, -4.024], [-0.525, -2.227, -5.192], [-1.378, -1.168, -5.440], [-1.614, -0.200, -4.463], [-0.919, -0.278, -3.268], [2.445, -2.567, -1.638], [3.306, -2.119, -2.632], [4.365, -2.965, -3.050], [4.569, -4.161, -2.385], [3.720, -4.581, -1.361], [2.662, -3.782, -0.971], [-1.347, -2.287, -0.673], [-0.141, -3.560, -0.676], [0.984, -2.540, 1.365], [-0.644, -3.052, 1.758], [-2.672, -2.280, 2.906], [-5.131, -2.458, 2.647], [-6.300, -1.050, 0.994], [-5.013, 0.557, -0.361], [-2.535, 0.790, 0.070], [-1.330, 1.152, 3.784], [-1.015, 1.210, 6.138], [0.417, -0.569, 7.254], [1.319, -2.364, 5.838], [0.967, -2.439, 3.464], [0.956, -3.086, -3.909], [-0.279, -2.968, -5.961], [-1.953, -1.182, -6.400], [-2.309, 0.568, -4.691], [-0.982, 0.557, -2.570], [3.120, -1.168, -3.139], [5.003, -2.660, -3.847], [5.314, -4.819, -2.701], [3.896, -5.509, -0.827], [2.016, -4.142, -0.146], [4.966, 1.329, -2.591], [4.066, 2.252, -3.046], [4.709, 3.435, -2.956], [3.816, 2.004, -4.308], [2.768, 2.159, -2.203], [2.507, 2.985, -1.351], [2.087, 1.082, -2.344]],
  "atomic_forces_ev_per_a": [[-0.0579, -0.6944, -0.4686], [-0.4314, 0.7489, -0.6215], [1.0469, 0.2420, 1.0197], [-0.5488, 0.6160, 0.2356], [0.1712, -0.4677, -1.0226], [-0.2786, 0.5433, 0.5523], [-0.0835, 0.1201, 0.0539], [-0.5026, 0.0946, -0.6333], [-0.4717, -0.5643, -0.8079], [1.0648, -0.8637, 0.8155], [0.8597, -0.5716, -0.4339], [-0.1535, -0.3586, -0.3497], [-0.5376, 0.7399, -0.1089], [0.1952, -0.4048, 0.0086], [0.4945, -0.2915, 0.1408], [-0.2569, -0.9921, -0.0475], [0.0659, -0.0066, -0.1068], [0.2085, 0.5858, 0.4023], [-0.8474, 0.8265, 0.5964], [0.0034, 0.0916, 0.0300], [0.1414, -0.0380, 0.3031], [-0.0877, 1.5438, -0.1291], [-0.3032, -0.3721, -0.0680], [0.6336, 0.2891, 0.6456], [-0.1686, 0.0124, 0.1737], [0.5590, -0.1264, -0.4492], [0.2995, 0.1977, 0.1458], [-0.7041, 0.4198, -0.8771], [-0.6164, -1.1589, 1.1390], [0.0413, 0.4569, -0.3860], [-0.0125, 1.0254, 0.1091], [1.0530, -1.9750, -0.7122], [-0.6280, 0.4763, -0.8900], [0.6662, 0.1547, -0.1059], [-0.8898, 0.9239, -0.4863], [-0.4935, -0.6468, -0.5535], [0.1151, -0.3643, -0.9225], [-0.3282, 1.5924, 0.3805], [-0.2099, 0.5689, 0.6886], [0.6904, -0.3963, -1.0364], [-1.0990, -0.5794, -0.7031], [0.7297, -1.0615, -0.2813], [0.9114, -0.8289, 0.0796], [-0.6660, 0.6533, 0.3237], [0.5559, -0.7748, -0.5336], [-1.1091, 0.6226, 1.1008], [-1.2114, 0.3531, 0.2018], [0.1959, 0.2907, 0.1609], [-0.4998, 0.1023, 0.2656], [0.3000, -0.1769, 0.3449], [0.1524, -1.4725, -0.4457], [0.0561, 0.1766, -0.0174], [-0.1611, -0.1877, 0.1656], [-0.0693, -0.3555, 0.6081], [-0.4644, -0.3902, 0.2880], [0.5424, 0.1291, 0.0540], [-0.1103, 0.5078, -0.4053], [0.1547, 0.3744, -0.5139], [-0.6626, 0.8168, -0.1454], [0.0302, 0.2606, 0.9581], [-0.1001, -0.1822, 0.6542], [1.0727, -1.1911, 0.9048], [-0.0905, 0.6269, 0.3676], [-0.0273, -0.2211, 0.1251], [-0.4541, 0.3251, 0.1021], [0.6372, 0.2866, 0.9371], [-0.3992, 0.7864, 0.0905], [-0.0753, -0.3477, 0.1189], [0.1043, -0.2860, 0.2176], [0.3752, 0.1419, -0.4268], [1.2750, -0.8199, -0.4340], [0.0523, 0.0170, -0.2006], [0.3209, 0.4270, -0.6590], [-0.6663, 0.2006, -0.2347], [0.8726, 0.2905, 1.0051], [-0.6689, -0.3367, -0.0272], [-0.0461, -0.1996, -0.9504], [-0.2178, -1.8953, -0.1690], [0.0607, 1.3285, 0.9941], [0.7009, 0.6121, -0.1445]]
}